The following is a quantum chemistry calculation of a cluster of 10 separate species, C5H28NO11 in total, from OMol25.

XYZ file:
```
45
Properties=species:S:1:pos:R:3:mulliken_charge:R:1
O -1.230 2.999 1.068 -0.569
O -2.216 1.583 3.926 -0.681
O -2.095 -1.219 -0.696 -0.669
O -0.043 -1.993 1.635 -1.111
O 1.851 -2.053 -0.114 -0.733
O 0.463 0.405 2.481 -0.623
O -1.458 2.367 -3.620 -0.701
O -2.240 -0.788 2.321 -0.714
O 0.496 -2.324 -2.444 -0.779
O -0.964 -3.641 -0.151 -0.802
O -2.469 -0.363 -3.121 -0.738
N 0.892 2.368 0.604 -0.242
C 2.433 -0.751 -0.155 -0.714
C 3.193 1.963 -0.223 -1.848
C -0.386 2.706 0.237 0.042
C 1.694 1.808 -0.502 0.276
C 1.330 0.284 -0.711 0.074
H 3.828 1.720 -1.094 0.324
H 0.146 -2.661 2.304 0.072
H -2.379 0.668 3.649 0.305
H 1.026 -2.188 -1.620 0.383
H -2.203 2.144 3.138 0.340
H -2.112 -0.613 -2.225 0.510
H -1.390 -1.313 2.052 0.357
H 3.301 3.017 0.002 0.518
H -0.127 0.436 3.232 0.246
H 2.834 -0.506 0.834 0.336
H -2.112 -0.639 0.081 0.264
H -0.597 -3.549 -1.043 0.431
H -1.847 1.526 -3.305 0.381
H 1.238 -0.026 -1.733 0.679
H -0.529 2.251 -3.394 0.309
H -0.544 -2.929 0.422 0.385
H -3.389 -0.500 -2.856 0.305
H 0.460 0.036 -0.097 -0.148
H 0.590 -0.520 2.165 0.433
H 3.282 -0.752 -0.878 0.350
H 1.503 2.432 -1.378 0.281
H -0.349 -1.867 -2.410 0.252
H 1.069 -1.930 0.567 0.528
H -2.919 -1.449 2.138 0.278
H -1.902 -2.135 -0.365 0.370
H 3.553 1.450 0.669 0.338
H 0.967 1.779 1.436 0.400
H -0.645 2.766 -0.826 0.305
```

calculated total energy	-1089.820186	Ha
maximum force	2.445	eV/A
energy above the lowest of the compared OMol25 structures with the same formula, charge and spin	232.0	kJ/mol
net charge	-1
orbital gap	9.75	eV
LUMO level	2.971	eV